Entry 1:
Molecular formula: C4H13NOS
Method: DFT, wB97M-V/def2-TZVPD

```
20
C4H13NOS | the Open Molecules 2025 dataset | wB97M-V/def2-TZVPD
S -0.26940 2.06930 -2.80893
O 4.55479 -5.90663 -1.26128
N -0.73789 -0.62401 0.89827
C -1.26670 0.50744 0.14559
C -0.99000 2.61938 -1.20200
C -0.46156 1.82928 -0.04059
C -0.93902 -0.44446 2.36250
H -1.59972 0.22076 -0.85731
H -1.23845 -1.39021 2.80004
H 0.26191 -0.63711 0.73898
H -0.57601 2.41616 0.88360
H -0.83034 3.69190 -1.18767
H -1.70505 0.29826 2.55570
H 0.52110 1.11997 -2.31931
H -0.01536 -0.09790 2.82986
H 0.61891 1.68403 0.07002
H 3.94539 -5.59577 -1.94678
H 4.94709 -5.05644 -1.02272
H -2.05809 2.42676 -1.28971
H -2.16161 0.86928 0.65174
```

Results
LUMO (hartree): 0.0295
Orbital gap (eV): 9.74
Energy relative to the best compared isomer or geometry (same formula, charge and spin) (kcal per mole): 31.1

=====

Entry 2:
Molecular formula: C4H13NOS
Method: DFT, wB97M-V/def2-TZVPD

```
20
C4H13NOS | the Open Molecules 2025 dataset | wB97M-V/def2-TZVPD
S -0.92545 2.08987 -0.69271
O -4.11647 0.13071 -0.37436
N 0.50984 -0.43717 1.08517
C 0.66157 -2.08872 -0.76675
C 0.69446 1.87184 0.10371
C 0.79523 0.97598 1.31984
C 1.42613 -1.16797 0.21579
H 2.18991 -1.64195 0.83350
H 0.06469 1.31967 2.05820
H -3.74356 -0.35234 -1.13199
H 1.34792 1.47010 -0.67839
H 1.93327 -0.44468 -0.42493
H 1.78845 1.07726 1.76187
H 0.96922 -1.84724 -1.78541
H -3.58950 0.90677 -0.22597
H -1.02384 0.86307 -1.25778
H -0.40223 -1.84422 -0.78001
H 1.14744 2.84215 0.31439
H 0.74534 -3.15234 -0.56881
H -0.47242 -0.57079 0.99463
```

Results
LUMO (hartree): 0.0214
Orbital gap (eV): 9.22
Energy relative to the best compared isomer or geometry (same formula, charge and spin) (kcal per mole): 22.6

=====

Entry 3:
Molecular formula: C4H13NOS
Method: DFT, wB97M-V/def2-TZVPD

```
20
C4H13NOS | the Open Molecules 2025 dataset | wB97M-V/def2-TZVPD
S 2.28076 0.36272 0.05870
O -0.23948 -1.84286 -2.85890
N -1.47626 -0.98004 0.22081
C -0.40966 1.23514 0.26132
C -0.90111 0.02240 1.09514
C 0.68536 0.82776 -0.71262
C -1.87108 0.55191 2.17650
H -1.41008 -1.90955 0.60765
H -1.26771 0.90913 3.02315
H 1.86089 -0.66714 0.75414
H -0.72454 -1.62089 -2.05341
H 0.48043 0.00286 -1.37083
H -2.51688 -0.20201 2.62747
H -0.14248 2.05707 0.91971
H 0.93988 1.74555 -1.24525
H -0.09135 -0.41425 1.67273
H -2.45859 1.42141 1.87509
H -2.41754 -0.75594 -0.09013
H 0.66332 -1.48398 -2.87491
H -1.29580 1.51840 -0.30604
```

Results
LUMO (hartree): 0.0290
Orbital gap (eV): 9.90
Energy relative to the best compared isomer or geometry (same formula, charge and spin) (kcal per mole): 10.3

=====

Entry 4:
Molecular formula: C4H13NOS
Method: DFT, wB97M-V/def2-TZVPD

```
20
C4H13NOS | the Open Molecules 2025 dataset | wB97M-V/def2-TZVPD
S 1.22118 -2.68741 -0.79063
O -3.82171 0.38217 -0.18343
N -0.57929 1.31023 -0.55464
C 0.73411 -0.44036 0.90548
C 0.30927 -1.96474 0.66904
C 1.75524 1.65179 -0.30936
C 0.65847 0.59834 -0.30618
H -1.22819 0.51594 -0.68895
H 2.22655 1.73740 -1.28557
H -0.04125 -0.04849 1.61130
H 1.07837 2.47911 -0.16735
H -0.64110 1.84796 -1.41546
H -4.30722 1.14061 0.12665
H 0.75493 -0.12236 -1.17553
H 0.42274 -2.54687 1.56010
H -4.36446 -0.32963 0.04885
H 1.85237 -0.28892 1.07467
H 2.37277 1.47585 0.60560
H -0.73872 -2.03624 0.33332
H 2.33594 -2.67439 -0.05792
```

Results
LUMO (hartree): 0.0264
Orbital gap (eV): 9.25
Energy relative to the best compared isomer or geometry (same formula, charge and spin) (kcal per mole): 42.6

=====

Entry 5:
Molecular formula: C4H13NOS
Method: DFT, wB97M-V/def2-TZVPD

```
20
C4H13NOS | the Open Molecules 2025 dataset | wB97M-V/def2-TZVPD
S 0.63094 3.03142 1.93113
O -3.65727 0.05381 -1.76043
N 0.19712 -0.87994 -1.28367
C 0.77929 1.12904 1.87590
C -0.01464 -2.19083 -0.57073
C 0.14974 0.45108 -0.56721
C 1.23067 0.49218 0.56909
H 0.29621 1.36812 -1.20077
H 1.61154 0.90888 2.58664
H 0.94251 -2.76326 -0.83289
H 1.87292 3.45332 2.12621
H -3.00396 -0.26162 -2.40430
H -0.86296 -2.84639 -0.87612
H -0.18080 0.81487 2.14816
H 0.02522 -2.02675 0.49935
H -0.94129 0.41044 -0.13899
H 0.92991 -1.08921 -1.95995
H 1.56523 -0.40439 0.85019
H 2.18015 1.05723 0.12799
H -3.75052 -0.70799 -1.11958
```

Results
LUMO (hartree): 0.0291
Orbital gap (eV): 9.27
Energy relative to the best compared isomer or geometry (same formula, charge and spin) (kcal per mole): 50.9

=====

Entry 6:
Molecular formula: C4H13NOS
Method: DFT, wB97M-V/def2-TZVPD

```
20
C4H13NOS | the Open Molecules 2025 dataset | wB97M-V/def2-TZVPD
S 1.74940 1.08913 0.88722
O 1.55992 -2.05410 -1.80849
N -1.49761 -1.19080 -0.78184
C -2.18242 1.19504 -0.86770
C -1.12083 0.20521 -0.42774
C 0.48814 -0.10414 1.54408
C -0.92968 0.24574 1.12126
H -0.64556 -1.63630 -1.10555
H -2.19398 -1.41026 -1.47947
H -2.16141 1.33117 -1.95429
H -0.16132 0.36861 -0.91919
H -1.25384 1.21756 1.48591
H 1.83147 -2.45682 -2.64483
H 1.73027 -2.81765 -1.23213
H -3.17696 0.77427 -0.70169
H 0.84254 -1.08166 1.22256
H -1.50521 -0.62272 1.44988
H 1.48596 1.99216 1.84134
H -2.01095 2.16733 -0.41169
H 0.58754 -0.06447 2.62782
```

Results
LUMO (hartree): 0.0197
Orbital gap (eV): 9.09
Energy relative to the best compared isomer or geometry (same formula, charge and spin) (kcal per mole): 16.3

=====

Entry 7:
Molecular formula: C4H13NOS
Method: DFT, wB97M-V/def2-TZVPD

```
20
C4H13NOS | the Open Molecules 2025 dataset | wB97M-V/def2-TZVPD
S -0.42776 0.31750 -2.31288
O -3.12363 -0.79484 1.03550
N 0.50360 -0.65474 2.11387
C 1.13237 0.38175 1.30204
C 0.20657 0.82968 0.21332
C 1.20761 -0.00289 -2.92858
C -0.38002 -0.34276 -0.62750
H 1.19818 1.23608 1.98004
H -0.69061 1.38527 0.58513
H -0.41455 -0.37318 2.43425
H 2.02912 0.15532 -2.23312
H 1.25958 -1.09385 -3.07688
H -2.85993 0.13651 0.95808
H 1.43918 0.51492 -3.85318
H -3.67245 -0.61759 1.81621
H 2.11528 0.15868 0.88261
H 0.25463 -1.25284 -0.50031
H 1.02494 -0.87677 2.94976
H -1.33384 -0.72157 -0.27114
H 0.53171 1.61532 -0.46722
```

Results
2S+1: 2
LUMO (alpha / beta) (hartree): -0.1081 / -0.2919
Net charge: +1
Orbital gap (alpha / beta) (eV): 10.05 / 4.95
Energy relative to the best compared isomer or geometry (same formula, charge and spin) (kcal per mole): 23.7

=====

Entry 8:
Molecular formula: C4H13NS
Method: DFT, wB97M-V/def2-TZVPD

```
19
C4H13NS | the Open Molecules 2025 dataset | wB97M-V/def2-TZVPD
S -2.03854 -0.44560 -0.85364
N 0.68726 1.10649 0.62422
C -2.23472 0.67615 -2.26577
C 1.61581 0.20825 2.79385
C 1.77827 0.34974 1.27512
C -0.84622 -1.56369 -1.63162
H 0.12571 1.37205 1.43884
H 1.89711 -0.66778 0.86208
H 0.75620 -0.42098 3.09100
H -2.29203 0.04527 -3.14808
H -0.04746 0.54386 0.18928
H 2.70360 0.88062 1.06099
H 0.18001 -1.19292 -1.72279
H -1.27419 1.21288 -2.40068
H -3.00597 1.42800 -2.10027
H -1.21026 -1.94119 -2.59984
H -0.77729 -2.45785 -0.98969
H 1.51545 1.22166 3.18854
H 2.46725 -0.35496 3.18849
```

Results
LUMO (hartree): 0.0332
Orbital gap (eV): 9.57
Energy relative to the best compared isomer or geometry (same formula, charge and spin) (kcal per mole): 13.1

=====

Entry 9:
Molecular formula: C4H13O3
Method: DFT, wB97M-V/def2-TZVPD

```
20
C4H13O3 | the Open Molecules 2025 dataset | wB97M-V/def2-TZVPD
O 1.49541 -2.50036 0.62807
O 0.44047 -0.91205 -1.18800
O -0.49109 -2.12077 -3.30801
C 0.13985 1.77448 2.28455
C -0.20952 1.19837 -0.17025
C -0.30837 0.71072 1.27849
C -0.53209 0.09631 -1.19163
H -0.88292 2.05222 -0.40529
H 0.79644 1.62139 -0.30984
H -1.33577 0.43280 1.51627
H -0.53986 0.56013 -2.19477
H -0.69108 2.44990 2.50797
H -1.52111 -0.28676 -0.89309
H 2.36371 -2.10330 0.51546
H 0.90672 -2.07646 -0.06442
H -0.07905 -1.78335 -2.43069
H 0.96129 2.37281 1.89057
H 0.33986 -0.16852 1.31352
H 0.41987 1.26460 3.20604
H -1.27273 -2.58215 -2.98493
```

Results
LUMO (hartree): 0.1447
Net charge: -1
Orbital gap (eV): 7.77
Energy relative to the best compared isomer or geometry (same formula, charge and spin) (kcal per mole): 0.3

=====

Entry 10:
Molecular formula: C4H13O7P2SiV
Method: DFT, wB97M-V/def2-TZVPD

```
28
C4H13O7P2SiV | the Open Molecules 2025 dataset | wB97M-V/def2-TZVPD
V -0.45978 -0.65561 -0.84939
P 1.50640 -0.32271 -2.84369
P -0.73578 1.70744 -2.27989
Si -0.30133 -0.31775 1.60198
O -1.40884 2.66590 -3.13391
O 0.29407 0.73672 -3.06941
O 0.18925 2.31236 -1.12304
O 2.79321 0.59690 -2.77098
O 1.50706 -1.35087 -3.87100
O -1.59275 0.66728 -1.46247
O 1.29903 -0.77786 -1.34916
C -1.62470 0.97100 1.94214
C -0.52368 -1.80276 2.72566
C 1.42022 0.39617 1.82868
C -1.21412 -2.19589 -0.46257
H -1.42038 1.89804 1.40605
H 0.20020 -2.58700 2.49792
H 3.35675 0.48479 -3.54780
H 2.19588 -0.30071 1.50917
H -1.52322 -2.22715 2.62053
H 1.57785 0.61226 2.88983
H -0.66826 -3.11712 -0.27615
H 0.53202 3.19579 -1.30989
H -1.64223 1.18734 3.01439
H -2.30172 -2.21321 -0.37854
H 1.54894 1.32060 1.26511
H -2.62066 0.63112 1.65561
H -0.38341 -1.51508 3.77083
```

Results
LUMO (hartree): -0.0186
Orbital gap (eV): 8.94

=====

Entry 11:
Molecular formula: C4H14AuN5O7PS
Method: DFT, wB97M-V/def2-TZVPD

```
33
C4H14AuN5O7PS | the Open Molecules 2025 dataset | wB97M-V/def2-TZVPD
Au 0.69397 0.76948 0.24482
S 2.71682 -1.27777 -0.53856
P -1.33754 -2.33032 0.21624
O -1.19271 -1.34955 1.36088
O 2.84357 -0.09545 -1.40558
O -2.36604 3.55388 0.46080
O 2.03324 -2.37058 -1.35464
O -2.27750 1.42070 -0.20119
O 1.68052 -0.89343 0.64319
O 3.94578 -1.80307 0.02895
N 1.73299 3.62287 0.27828
N -1.71473 2.51528 0.08374
N -0.30196 2.54330 0.02087
N 2.41856 2.40969 0.26749
N -0.14015 4.86139 0.49149
C -2.57408 -3.53860 0.53775
C -1.67791 -1.46100 -1.29285
C 0.10600 -3.37008 -0.02358
C 0.37401 3.66898 0.34141
H -3.59923 -3.12526 0.71396
H -1.64379 -2.19405 -2.10938
H 1.07635 -2.78127 -0.67616
H 0.34348 5.45623 1.18755
H 2.79032 2.07072 1.13916
H -0.16696 -4.35092 -0.41715
H -1.18753 4.86793 0.61433
H 2.94363 2.21291 -0.60338
H -1.01721 -0.61312 -1.50061
H -2.29844 -4.02286 1.48768
H 2.30794 4.41080 0.53676
H 0.65458 -3.60103 0.90118
H -2.50454 -4.21868 -0.29010
H -2.66144 -0.98713 -1.14331
```

Results
2S+1: 3
LUMO (alpha / beta) (hartree): -0.1694 / -0.2440
Net charge: +1
Orbital gap (alpha / beta) (eV): 8.54 / 6.56
Energy relative to the best compared isomer or geometry (same formula, charge and spin) (kcal per mole): 1.3

=====

Entry 12:
Molecular formula: C4H14B3BrNO3Yb
Method: DFT, wB97M-V/def2-TZVPD

```
27
C4H14B3BrNO3Yb | the Open Molecules 2025 dataset | wB97M-V/def2-TZVPD
Yb 2.71271 -1.75008 -2.94325
Br 0.59070 -1.20447 -1.70014
O 0.99038 0.51788 2.21779
O -3.58226 -1.09779 0.64726
O -0.74479 1.85542 -1.74656
N -2.23542 1.79239 0.10555
C 3.42316 -0.15838 -0.03453
C 2.34159 0.92337 0.09212
C -2.47155 -1.82362 0.13213
C -1.16868 -1.35135 0.75858
B -1.13401 1.19410 -0.59241
B -0.33028 -0.20794 0.00658
B 1.02628 0.42136 0.84364
H -2.66652 -2.86803 0.37938
H 2.79436 1.78235 0.59312
H 2.04333 1.25331 -0.90805
H 4.22272 0.15868 -0.71442
H 3.00268 -1.10785 -0.40354
H -2.02351 2.23993 0.99043
H 0.68672 1.36510 2.55745
H -3.77605 -0.33805 0.09188
H -2.64076 2.51710 -0.48329
H -0.59146 1.27723 -2.49982
H 3.88466 -0.38941 0.92411
H -0.52721 -2.23344 0.87131
H -2.43144 -1.74615 -0.96056
H -1.39537 -1.02164 1.77527
```

Results
LUMO (hartree): -0.2338
Net charge: +1
Orbital gap (eV): 4.13

=====

Electronic energy values, unit Eh, following the record order: -688.339215, -688.352744, -688.372256, -688.320892, -688.307570, -688.362758, -688.044074, -613.108104, -385.949029, -2603.340353, -1836.014459, -4248.350831.